# C32H36ClN5O2PmS2

A molecular structure, C32H36ClN5O2PmS2 in a non-equilibrium geometry (the ωB97M-V functional and the def2-TZVPD basis, the Open Molecules 2025 dataset).

* LUMO energy (spin up / spin down): -3.49 / -3.42 eV
* 2S+1: 5
* net charge: +1

Each line ends with the Mulliken charge.
Atoms and positions in Å:
1 Pm 0.42209 -0.00209 -0.40740  1.4315
2 C -1.31907 -2.44169 3.12099  -1.7062
3 C -0.79577 -2.12418 1.75546  1.2558
4 N -0.71400 -0.86706 1.36086  0.3091
5 N -1.10226 0.08620 2.28428  -0.6338
6 C -1.11537 1.33860 2.01848  0.1550
7 S -0.67224 2.21955 0.56304  -0.4471
8 S -1.67510 2.37291 3.34970  -0.0906
9 C -3.49723 2.05813 3.21987  -1.4343
10 C -3.97231 0.86311 3.97286  0.8081
11 C -4.06974 0.90322 5.36216  -0.3938
12 C -4.53869 -0.19365 6.06267  -0.5635
13 C -4.91896 -1.34190 5.38451  -0.4924
14 C -4.85283 -1.37709 4.00148  -0.6763
15 C -4.37622 -0.28294 3.29868  -0.1483
16 C -0.35668 -3.19612 0.89098  0.3359
17 C -0.39003 -4.51777 1.39288  -0.8781
18 C 0.04651 -5.60412 0.68043  -1.0342
19 C 0.54380 -5.42182 -0.61050  -0.5040
20 C 0.57000 -4.16303 -1.15703  -0.5888
21 C 0.11995 -3.02135 -0.45739  0.9552
22 O 0.13745 -1.87404 -1.08833  -0.9259
23 H -1.60189 -1.52049 3.62375  0.4032
24 H -0.54994 -2.95300 3.69595  0.3695
25 H -2.18939 -3.08981 3.04911  0.4989
26 H -3.70778 1.99706 2.15214  0.3963
27 H -3.93235 2.96759 3.63230  0.5747
28 H -3.78515 1.80321 5.88905  0.3997
29 H -4.62474 -0.15240 7.13858  0.4018
30 H -5.26789 -2.20594 5.93081  0.4158
31 H -5.19055 -2.25356 3.46860  0.4666
32 H -4.34135 -0.30869 2.21804  0.3274
33 H -0.78110 -4.68368 2.37951  0.4239
34 H 0.00143 -6.59186 1.11353  0.4539
35 H 0.89728 -6.27231 -1.17377  0.4496
36 H 0.92753 -4.00886 -2.16680  0.4559
37 C 7.83875 -0.02074 3.69634  -1.7391
38 C 6.87615 -0.72984 4.66337  1.4560
39 C 7.59352 -1.99113 5.17345  -1.7740
40 C 6.60740 0.17354 5.87078  -1.8604
41 C 5.54562 -1.09858 3.90040  2.0128
42 O 5.84181 -1.74999 2.68766  -0.6960
43 C 4.62153 -1.99235 4.75966  -1.5256
44 C 3.39886 -2.57475 4.03057  -1.0653
45 C 3.73661 -3.56824 2.95079  0.3246
46 C 3.28428 -3.41572 1.64572  1.4859
47 C 3.56990 -4.36640 0.68030  -1.8363
48 C 4.29033 -5.49938 1.02065  0.0546
49 Cl 4.59091 -6.71421 -0.16680  -0.2273
50 C 4.74947 -5.67299 2.31683  -1.0448
51 C 4.47037 -4.70919 3.26600  -0.0701
52 C 4.80665 0.22464 3.51598  -1.5258
53 N 4.07771 0.11567 2.28700  1.0514
54 C 2.76296 0.18244 2.08058  -0.4451
55 N 2.51478 0.01640 0.77449  -0.0344
56 C 3.76419 -0.14978 0.24186  -0.5131
57 N 4.70324 -0.07454 1.13735  -0.8723
58 H 8.84384 -0.02951 4.10930  0.4952
59 H 7.56930 1.01935 3.53270  0.4109
60 H 7.86082 -0.52395 2.73265  0.3385
61 H 8.56928 -1.70505 5.56002  0.5211
62 H 7.76057 -2.72075 4.38231  0.3761
63 H 7.05448 -2.46597 5.98872  0.3898
64 H 7.54608 0.35992 6.38644  0.5002
65 H 5.93014 -0.29773 6.57772  0.3711
66 H 6.19557 1.13597 5.58064  0.3544
67 H 6.47163 -2.45868 2.85904  0.6157
68 H 4.27456 -1.42411 5.62195  0.5827
69 H 5.20800 -2.83204 5.12819  0.2836
70 H 2.77429 -1.78354 3.61670  -0.1042
71 H 2.80487 -3.09572 4.78709  0.6009
72 H 2.67407 -2.55822 1.36551  0.1268
73 H 3.22084 -4.23994 -0.33154  0.6855
74 H 5.30612 -6.55791 2.58278  0.4601
75 H 4.81136 -4.86451 4.27904  0.4630
76 H 5.55151 1.00616 3.36689  0.3576
77 H 4.11694 0.50999 4.30859  0.1248
78 H 2.00921 0.37340 2.83062  0.6611
79 H 3.95042 -0.33267 -0.80162  0.4594